Here is an isolated ion of composition C3H2NOS2 and charge -1 in a non-equilibrium geometry from the OMol25 dataset. Energies are from ωB97M-V with the def2-TZVPD basis set.

E_HOMO in eV: -3.9
SMILES: [O-]/C(C=S)=N/C=S
Frontier orbital gap in Eh: 0.2547
Total charge: -1

Each line ends with the natural charge from an NBO analysis.
Cartesian coordinates (Å):
1 O 1.058 1.653 -0.999  -0.64
2 C 0.611 0.676 -0.437  0.61
3 C 1.633 -0.374 0.222  -0.35
4 S 2.169 -1.582 -0.688  0.03
5 N -0.601 0.161 -0.431  -0.56
6 C -1.721 0.045 0.231  -0.01
7 S -2.977 -0.976 -0.376  -0.43
8 H 1.708 -0.259 1.402  0.19
9 H -1.880 0.657 1.075  0.15



Here is a 8-piece molecular cluster, C17H47ClNO11 overall in a non-equilibrium geometry from the OMol25 dataset. Energies are from ωB97M-V with the def2-TZVPD basis set.

E_HOMO in eV: -6.0
Frontier orbital gap in Eh: 0.3167
Total charge: -1

Each line ends with the Mulliken charge.
Cartesian coordinates (Å):
1 Cl -8.067 7.497 -25.245  1.73
2 O -7.125 7.593 -24.153  -0.68
3 O -8.609 6.158 -25.322  -0.70
4 O -9.119 8.461 -25.066  -0.71
5 O -7.336 7.721 -26.483  -0.60
6 C -9.095 13.212 -27.238  -1.67
7 C -7.697 13.850 -27.291  1.84
8 C -7.516 14.820 -26.136  -1.40
9 C -7.430 14.125 -24.767  -0.47
10 C -6.165 13.266 -24.809  -1.70
11 C -6.171 12.232 -25.929  2.45
12 N -6.643 12.846 -27.168  0.04
13 O -6.594 11.991 -28.282  -0.37
14 C -4.756 11.668 -26.097  -1.70
15 C -7.109 11.063 -25.526  -0.77
16 C -7.537 14.640 -28.584  -1.99
17 H -9.287 12.710 -28.194  0.47
18 H -9.867 13.989 -27.199  0.43
19 H -9.301 12.516 -26.431  0.24
20 H -6.540 15.317 -26.190  0.38
21 H -8.280 15.599 -26.104  0.48
22 H -8.296 13.492 -24.559  0.24
23 H -7.315 14.881 -23.990  0.38
24 H -5.988 12.736 -23.870  0.39
25 H -5.328 13.967 -24.920  0.45
26 H -4.474 11.529 -27.142  0.28
27 H -3.989 12.340 -25.700  0.41
28 H -4.636 10.710 -25.597  0.13
29 H -6.691 10.362 -24.807  0.29
30 H -8.041 11.456 -25.127  -0.52
31 H -7.333 10.493 -26.430  0.25
32 H -8.487 15.163 -28.736  0.41
33 H -7.349 14.000 -29.442  0.35
34 H -6.766 15.403 -28.488  0.42
35 H -7.301 11.342 -28.140  0.37
36 C -4.477 9.520 -21.327  -0.86
37 C -4.052 8.511 -22.389  -0.20
38 O -4.151 9.065 -23.698  -0.45
39 H -3.881 10.418 -21.516  0.25
40 H -4.317 9.157 -20.314  0.37
41 H -5.513 9.823 -21.487  0.07
42 H -4.645 7.598 -22.282  0.27
43 H -2.996 8.256 -22.271  0.31
44 H -4.989 8.736 -24.041  0.13
45 C -4.967 9.058 -29.544  -0.63
46 C -6.175 8.204 -29.947  -0.34
47 O -6.349 7.083 -29.106  -0.36
48 H -4.135 8.370 -29.377  0.29
49 H -5.184 9.640 -28.648  -0.11
50 H -4.700 9.786 -30.314  0.42
51 H -6.140 7.876 -30.985  0.36
52 H -7.055 8.863 -29.836  0.23
53 H -6.543 7.439 -28.232  0.30
54 C -9.052 10.055 -22.079  -0.16
55 O -9.569 10.927 -23.048  -0.53
56 H -9.021 10.551 -21.110  0.33
57 H -9.594 9.106 -21.994  0.13
58 H -8.020 9.733 -22.287  -0.06
59 H -9.657 10.427 -23.867  0.23
60 C -12.112 6.402 -22.733  -0.54
61 O -11.119 5.446 -23.088  -0.53
62 H -12.073 7.280 -23.381  0.23
63 H -13.077 5.904 -22.695  0.26
64 H -11.904 6.802 -21.727  0.24
65 H -10.401 5.977 -23.448  0.32
66 C -9.725 5.425 -28.629  -0.57
67 O -8.371 5.147 -28.396  -0.43
68 H -10.033 6.361 -28.144  0.18
69 H -9.899 5.569 -29.698  0.27
70 H -10.412 4.632 -28.300  0.27
71 H -8.205 5.285 -27.457  0.26
72 C -4.203 5.704 -26.535  -0.59
73 O -5.527 5.461 -26.969  -0.42
74 H -4.102 5.875 -25.458  0.23
75 H -3.607 4.842 -26.832  0.26
76 H -3.805 6.616 -27.000  0.18
77 H -6.110 5.989 -26.416  0.24



Here is C31H18BrF5IOPRuS as an isolated structure in a non-equilibrium geometry from the OMol25 dataset. Energies are from ωB97M-V with the def2-TZVPD basis set.

E_HOMO (alpha / beta) in eV: -14.3 / -14.3
Frontier orbital gap (alpha / beta) in Eh: 0.2329 / 0.2327
Total charge: +2

Each line ends with the natural charge from an NBO analysis.
Cartesian coordinates (Å):
1 Ru 0.416 -0.306 -0.869  0.20
2 O 0.315 0.280 -3.174  -0.42
3 C -0.458 0.680 -2.361  0.57
4 C -1.648 1.518 -2.376  -0.14
5 C -2.104 2.207 -3.491  -0.13
6 C -3.298 2.908 -3.379  -0.17
7 C -4.015 2.904 -2.188  -0.13
8 C -3.551 2.211 -1.069  -0.17
9 C -2.353 1.532 -1.174  -0.37
10 P -1.527 0.572 0.092  1.29
11 C -2.743 -0.205 1.134  -0.47
12 C -3.637 -1.097 0.536  -0.12
13 C -4.611 -1.704 1.308  -0.21
14 C -4.689 -1.426 2.670  -0.14
15 C -3.799 -0.540 3.261  -0.19
16 C -2.820 0.076 2.497  -0.17
17 C -0.302 1.491 0.981  -0.45
18 C -0.076 2.863 0.808  -0.12
19 C 0.992 3.447 1.455  -0.18
20 C 1.844 2.675 2.253  -0.13
21 C 1.619 1.320 2.433  -0.20
22 C 0.538 0.714 1.807  -0.22
23 H -1.549 2.183 -4.419  0.25
24 H -3.683 3.448 -4.233  0.26
25 H -4.952 3.442 -2.129  0.25
26 H -4.121 2.201 -0.149  0.25
27 H -3.580 -1.309 -0.526  0.22
28 H -5.310 -2.391 0.853  0.24
29 H -5.453 -1.901 3.271  0.24
30 H -3.870 -0.324 4.318  0.24
31 H -2.133 0.772 2.961  0.23
32 H -0.722 3.452 0.168  0.23
33 H 1.173 4.508 1.344  0.25
34 H 2.681 3.148 2.749  0.25
35 H 2.268 0.739 3.074  0.25
36 H 0.310 -0.330 1.999  0.25
37 Br -1.145 -5.269 1.970  0.14
38 C 0.351 -4.192 2.366  -0.14
39 C 1.089 -4.461 3.510  -0.20
40 C 2.201 -3.692 3.819  -0.16
41 C 2.590 -2.653 2.985  -0.20
42 C 1.861 -2.376 1.837  -0.20
43 C 0.750 -3.147 1.545  -0.20
44 I -0.364 -2.787 -0.221  0.46
45 H 0.789 -5.278 4.151  0.26
46 H 2.769 -3.914 4.711  0.25
47 H 3.468 -2.065 3.213  0.24
48 H 2.183 -1.589 1.169  0.21
49 F 5.468 -0.195 -5.749  -0.25
50 C 4.770 -0.033 -4.644  0.34
51 C 4.907 1.141 -3.914  0.28
52 F 5.731 2.086 -4.331  -0.25
53 C 4.170 1.311 -2.759  0.38
54 F 4.298 2.431 -2.061  -0.27
55 C 3.299 0.316 -2.323  -0.38
56 S 2.455 0.481 -0.796  0.25
57 C 3.173 -0.858 -3.075  0.35
58 F 2.342 -1.826 -2.672  -0.30
59 C 3.903 -1.039 -4.228  0.32
60 F 3.784 -2.149 -4.938  -0.27



Here is a 2-piece molecular cluster, C4H12NO overall in a non-equilibrium geometry from the OMol25 dataset. Energies are from ωB97M-V with the def2-TZVPD basis set.

E_HOMO in eV: -13.1
Frontier orbital gap in Eh: 0.2614
Total charge: +1

Each line ends with the natural charge from an NBO analysis.
Cartesian coordinates (Å):
1 C -1.276 1.911 -1.897  -0.64
2 C 1.532 -0.723 1.984  -0.74
3 C -0.834 1.213 -0.583  -0.23
4 C 0.928 -1.924 1.379  0.60
5 N 0.067 0.055 -0.894  -0.89
6 O -0.332 -2.195 1.387  -0.51
7 H -1.439 1.053 -2.505  0.21
8 H -0.562 2.509 -2.340  0.22
9 H -2.298 2.306 -1.977  0.24
10 H 0.933 0.201 1.641  0.33
11 H 1.356 -0.891 2.987  0.28
12 H 2.510 -0.568 1.656  0.27
13 H -1.754 0.941 0.112  0.20
14 H -0.219 1.870 0.054  0.19
15 H 0.703 0.519 -1.430  0.37
16 H -0.396 -0.796 -1.285  0.37
17 H 1.648 -2.433 0.727  0.21
18 H -0.566 -3.046 0.983  0.54



Here is the molecule C23H30N4O3S from the OMol25 dataset. Energies are from ωB97M-V with the def2-TZVPD basis set.

E_HOMO in eV: -8.8
SMILES: Cc1ccnc(NC(=O)CCC(=O)N(CC(=O)NC2CCCCC2)Cc2cccs2)c1
Frontier orbital gap in Eh: 0.3415
Total charge: 0

Each line ends with the natural charge from an NBO analysis.
Cartesian coordinates (Å):
1 C 6.758 1.202 0.496  -0.64
2 C 5.586 0.661 -0.260  0.06
3 C 5.250 1.172 -1.513  -0.29
4 C 4.157 0.647 -2.175  0.06
5 N 3.404 -0.323 -1.683  -0.48
6 C 3.724 -0.812 -0.489  0.39
7 N 2.860 -1.820 -0.072  -0.62
8 C 2.707 -2.354 1.175  0.69
9 O 3.481 -2.201 2.089  -0.59
10 C 1.423 -3.166 1.300  -0.48
11 C 0.245 -2.213 1.572  -0.49
12 C 0.165 -1.111 0.531  0.71
13 O 0.530 0.024 0.802  -0.65
14 N -0.232 -1.437 -0.725  -0.45
15 C -0.124 -0.426 -1.768  -0.32
16 C -1.336 0.520 -1.835  0.68
17 O -2.095 0.536 -2.784  -0.64
18 N -1.433 1.303 -0.757  -0.65
19 C -2.504 2.254 -0.546  -0.05
20 C -3.635 1.631 0.281  -0.41
21 C -3.177 1.331 1.704  -0.40
22 C -2.684 2.607 2.379  -0.40
23 C -1.533 3.215 1.584  -0.40
24 C -1.961 3.505 0.146  -0.40
25 C -1.042 -2.601 -1.053  -0.25
26 C -2.504 -2.321 -0.896  -0.23
27 C -3.418 -2.049 -1.864  -0.22
28 C -4.711 -1.801 -1.348  -0.25
29 C -4.760 -1.885 0.004  -0.40
30 S -3.229 -2.270 0.682  0.41
31 C 4.804 -0.358 0.261  -0.29
32 H 6.901 0.662 1.428  0.22
33 H 6.602 2.256 0.721  0.23
34 H 7.663 1.121 -0.103  0.22
35 H 5.832 1.964 -1.957  0.22
36 H 3.857 1.015 -3.148  0.19
37 H 2.150 -2.009 -0.768  0.42
38 H 1.263 -3.750 0.392  0.21
39 H 1.528 -3.846 2.146  0.24
40 H 0.418 -1.715 2.528  0.25
41 H -0.690 -2.769 1.642  0.23
42 H -0.027 -0.930 -2.732  0.22
43 H 0.780 0.159 -1.577  0.26
44 H -0.738 1.200 -0.026  0.43
45 H -2.890 2.508 -1.541  0.23
46 H -3.974 0.719 -0.214  0.22
47 H -4.474 2.329 0.306  0.20
48 H -4.004 0.901 2.274  0.21
49 H -2.370 0.595 1.686  0.20
50 H -2.357 2.388 3.397  0.21
51 H -3.506 3.325 2.438  0.19
52 H -0.685 2.527 1.595  0.20
53 H -1.205 4.144 2.056  0.21
54 H -1.116 3.897 -0.423  0.21
55 H -2.746 4.264 0.150  0.20
56 H -0.846 -2.865 -2.096  0.23
57 H -0.754 -3.444 -0.424  0.22
58 H -3.180 -2.006 -2.911  0.24
59 H -5.560 -1.564 -1.962  0.23
60 H -5.598 -1.743 0.656  0.24
61 H 5.009 -0.790 1.226  0.25



Here is the molecule C4H6O3S in a non-equilibrium geometry from the OMol25 dataset. Energies are from ωB97M-V with the def2-TZVPD basis set.

E_HOMO in eV: -10.3
SMILES: O=CC[C@H](O)C(=O)S
Frontier orbital gap in Eh: 0.4020
Total charge: 0

Each line ends with the natural charge from an NBO analysis.
Cartesian coordinates (Å):
1 O -2.449 -0.197 -0.148  -0.54
2 C -1.937 -1.080 0.499  0.46
3 C -0.520 -1.526 0.320  -0.54
4 C 0.331 -0.689 -0.617  -0.01
5 O 1.322 -1.553 -1.208  -0.72
6 C 1.005 0.582 -0.003  0.40
7 O 2.188 0.574 0.220  -0.56
8 S 0.031 1.968 0.478  0.02
9 H -2.477 -1.649 1.256  0.12
10 H -0.429 -2.556 0.019  0.27
11 H -0.076 -1.535 1.361  0.24
12 H -0.382 -0.334 -1.340  0.20
13 H 2.211 -1.181 -1.066  0.50
14 H -1.107 1.435 0.018  0.16



Summary of molecular weight in g/mol
132.19, 477.01, 872.39, 90.15, 442.58, 134.16
(order as listed above)